1.
Computed, not measured: 11 unconnected molecules or ions with the total composition C51H104F6IN14O12S6, with ωB97M-V/def2-TZVPD.

Summary:
- Highest occupied orbital energy: -12.88 eV
- Gap between HOMO and LUMO: 6.50 eV
- LUMO: -6.375 eV

```
! RIJCOSX wB97M-V def2-TZVPD def2/J DEFGRID3
* xyz 3 1
I -34.27228 -8.35918 -2.75717
C -23.07712 -6.28312 -1.09255
C -23.76720 -5.41380 0.03098
C -25.03309 -4.62498 -0.46700
C -26.21248 -5.48033 -0.99694
N -27.24583 -4.78177 -1.90512
C -28.44031 -5.68186 -2.29745
C -29.58915 -4.69603 -2.61670
C -29.20731 -3.38826 -1.96220
C -27.97149 -3.61605 -1.19450
C -26.57225 -4.41640 -3.23552
H -23.05776 -5.69816 -2.01209
H -23.57049 -7.21323 -1.37462
H -22.06626 -6.53465 -0.77162
H -23.05177 -4.75586 0.52431
H -24.00065 -6.15487 0.79544
H -24.83525 -3.90447 -1.26061
H -25.35688 -4.07604 0.41727
H -26.68643 -6.02674 -0.18152
H -25.81140 -6.26188 -1.64223
H -28.22981 -6.31040 -3.16274
H -28.79099 -6.27841 -1.45528
H -29.67128 -4.63308 -3.70178
H -30.51654 -5.13089 -2.24396
H -29.03362 -2.64699 -2.74224
H -29.96306 -3.00687 -1.27555
H -27.25114 -2.79801 -1.19712
H -28.16832 -3.99297 -0.19087
H -27.38684 -4.06958 -3.87135
H -26.21521 -5.35296 -3.66388
H -25.85206 -3.60007 -3.18043
C -29.41306 -9.35911 -3.10861
C -29.44873 -10.79986 -2.60657
C -29.96355 -11.01544 -1.16650
C -31.43131 -10.66638 -1.00879
N -32.11808 -11.37543 0.22207
C -33.53596 -10.79886 0.35884
C -34.23875 -11.78152 1.23345
C -33.82079 -13.16973 0.73509
C -32.39428 -12.90628 -0.04051
C -31.33475 -11.15916 1.52993
H -29.68346 -9.22400 -4.15585
H -28.44890 -8.88244 -2.93174
H -30.08628 -8.75670 -2.49871
H -28.44182 -11.19794 -2.73203
H -30.04639 -11.30765 -3.36357
H -29.50219 -10.34215 -0.44404
H -29.82523 -12.06090 -0.89084
H -31.99932 -10.87067 -1.91639
H -31.57326 -9.59319 -0.88152
H -33.54234 -9.79653 0.78710
H -34.01645 -10.83412 -0.61891
H -33.97222 -11.65605 2.28289
H -35.30741 -11.61586 1.09698
H -33.76779 -13.83143 1.59965
H -34.61644 -13.55202 0.09565
H -31.57296 -13.45023 0.42601
H -32.34071 -13.01588 -1.12366
H -30.28965 -11.45988 1.45610
H -31.72761 -11.83573 2.28887
H -31.50317 -10.12399 1.82683
C -39.79690 -0.96704 -8.68075
C -38.99005 -1.91702 -7.80915
C -39.74276 -3.20855 -7.29760
C -38.94177 -4.16066 -6.36324
N -37.87533 -4.98546 -7.06087
C -37.27947 -6.21533 -6.26715
C -35.88225 -6.45278 -6.81378
C -35.36048 -5.06661 -7.22439
C -36.57356 -4.20270 -7.27051
C -38.36988 -5.56961 -8.37418
H -40.19476 -1.53138 -9.52415
H -39.17683 -0.14714 -9.04321
H -40.66228 -0.47507 -8.23670
H -38.66524 -1.51955 -6.84758
H -38.06229 -2.14433 -8.33419
H -40.26057 -3.78957 -8.06073
H -40.63514 -2.81347 -6.81213
H -39.59747 -4.98525 -6.08361
H -38.56207 -3.64332 -5.48215
H -37.97357 -7.05414 -6.21528
H -37.14327 -5.98060 -5.21147
H -35.97195 -7.17203 -7.62787
H -35.28411 -6.78306 -5.96452
H -34.94767 -5.16945 -8.22794
H -34.64533 -4.70267 -6.48669
H -36.56427 -3.56759 -8.15632
H -36.54779 -3.46754 -6.46617
H -38.49550 -4.84739 -9.18084
H -39.32240 -6.07852 -8.22647
H -37.60318 -6.28390 -8.67429
C -35.60859 -12.87192 -2.83862
C -34.58248 -13.82335 -3.44784
N -35.21515 -14.93572 -4.08073
C -35.86072 -14.84067 -5.28916
C -36.25933 -16.17122 -5.61657
N -35.82522 -17.04306 -4.59424
C -35.16078 -16.22792 -3.65019
C -35.84317 -18.45229 -4.55380
H -35.00600 -12.23587 -2.19021
H -36.27836 -13.27772 -2.08044
H -36.05651 -12.20552 -3.57576
H -34.08216 -14.26548 -2.58628
H -33.87856 -13.30413 -4.09823
H -36.07954 -13.92453 -5.81757
H -36.76505 -16.53304 -6.49960
H -34.69008 -16.67234 -2.78570
H -36.00457 -19.05636 -5.44663
H -36.65719 -18.82018 -3.92919
H -34.98155 -18.85489 -4.02125
C -34.64462 -4.16097 -3.40644
C -35.12465 -4.33878 -1.95214
N -34.19443 -4.00416 -0.98960
C -33.11899 -4.87961 -0.64932
C -32.37330 -4.22688 0.32235
N -33.07007 -3.10931 0.74037
C -34.15533 -2.95490 -0.10212
C -32.51059 -2.20978 1.74996
H -33.82020 -4.84571 -3.60532
H -34.26149 -3.14597 -3.51171
H -35.45437 -4.17862 -4.13589
H -35.38566 -5.36573 -1.69652
H -36.04060 -3.75019 -1.90016
H -32.90262 -5.81455 -1.14477
H -31.39627 -4.44252 0.72891
H -34.78884 -2.08065 -0.12969
H -32.24805 -2.65265 2.71072
H -33.03158 -1.26292 1.89179
H -31.56895 -1.88249 1.30918
C -32.61521 -16.63448 -6.67184
C -32.04833 -15.67426 -7.71072
N -32.65826 -14.36139 -7.54950
C -33.78824 -13.91889 -8.19827
C -34.16819 -12.70343 -7.62270
N -33.27352 -12.34758 -6.67474
C -32.29583 -13.35609 -6.63784
C -33.26543 -11.19080 -5.81600
H -32.02647 -17.53352 -6.85407
H -33.67040 -16.89961 -6.73809
H -32.52438 -16.33195 -5.62860
H -32.28153 -16.01699 -8.71882
H -30.96572 -15.54754 -7.70983
H -34.27391 -14.48473 -8.97953
H -34.99826 -12.04920 -7.84491
H -31.45192 -13.39453 -5.96500
H -32.49603 -11.31469 -5.05391
H -34.25897 -11.16799 -5.36829
H -33.09223 -10.23446 -6.30947
C -39.91341 -13.02093 1.38092
C -40.57140 -12.19901 0.24149
N -39.59673 -11.33843 -0.43177
C -39.05865 -11.52138 -1.69444
C -38.10919 -10.43572 -1.92773
N -38.13885 -9.66724 -0.80532
C -39.03216 -10.19059 0.05527
C -37.36600 -8.41664 -0.56896
H -40.72492 -13.62740 1.78310
H -39.59468 -12.38595 2.20756
H -39.09785 -13.67723 1.07721
H -41.38721 -11.61199 0.66333
H -41.04529 -12.88910 -0.45659
H -39.34878 -12.25849 -2.42853
H -37.50853 -10.21040 -2.79655
H -39.21783 -9.74130 1.01966
H -37.95983 -7.80635 0.11149
H -37.24993 -7.77789 -1.44452
H -36.43376 -8.67800 -0.06824
N -37.24627 -11.69145 -6.68007
S -38.52737 -12.16089 -6.09110
O -39.72115 -11.65046 -6.77367
O -38.61652 -12.46241 -4.66342
F -38.47885 -13.62955 -6.82568
S -37.55361 -10.04633 -6.45550
O -38.10358 -9.47155 -5.23177
O -38.02517 -9.48011 -7.73614
F -35.99291 -9.51957 -6.42183
N -29.40335 -5.95461 0.95675
S -30.17355 -7.16894 1.28566
O -31.44370 -6.91563 1.98968
O -29.42869 -8.44553 1.58654
F -30.71495 -7.55618 -0.19467
S -29.35796 -5.26027 2.49732
O -29.13293 -6.14002 3.65764
O -30.29110 -4.09078 2.58084
F -27.84710 -4.53373 2.39931
N -39.72436 -5.27104 -3.71748
S -39.23360 -6.01533 -2.59562
O -40.10908 -6.72557 -1.63785
O -37.95031 -5.65215 -2.01626
F -38.80302 -7.29204 -3.47730
S -40.57560 -4.11478 -2.76668
O -39.84608 -3.01632 -2.26232
O -41.82200 -4.49190 -2.07139
F -41.22316 -3.37831 -4.10029
*
```

These are the Löwdin partial charges, in e, on atoms 1 to 2:
1. I -0.288
2. C -0.099

---

2.
Computed, not measured: a molecular structure, C34H46FeN7OS2Si, with ωB97M-V/def2-TZVPD.

Summary:
- Highest occupied orbital energy (alpha / beta): -3.80 / -4.58 eV
- Gap between HOMO and LUMO (alpha / beta): 5.71 / 6.44 eV
- LUMO (alpha / beta): 1.907 / 1.863 eV

```
! RIJCOSX wB97M-V def2-TZVPD def2/J DEFGRID3
* xyz -1 5
Fe -0.46593 0.08327 -0.29619
C 2.22943 -2.64706 -1.38286
C 2.20904 -1.85391 -0.11204
N 2.48232 -0.60586 -0.15469
N 2.81651 0.07550 0.94792
C 2.17281 0.91474 1.64884
S 0.48869 1.28721 1.73668
S 3.21214 1.83684 2.80291
C 4.70408 2.22039 1.79335
C 5.75023 1.14377 1.72856
C 6.59598 0.91887 2.81054
C 7.57733 -0.05942 2.75325
C 7.72147 -0.83492 1.61237
C 6.88557 -0.61591 0.52655
C 5.91397 0.37129 0.58208
C 1.76906 -2.55711 1.11685
C 2.59844 -3.33344 1.90689
C 2.11259 -3.95082 3.05214
C 0.77733 -3.77550 3.39373
C -0.07066 -3.01087 2.61234
C 0.39052 -2.38319 1.43953
O -0.40191 -1.69942 0.66007
H 2.61528 -2.03955 -2.20323
H 1.22174 -2.99894 -1.61511
H 2.86202 -3.52774 -1.25076
H 5.10851 3.10336 2.28960
H 4.35297 2.49677 0.80025
H 6.47534 1.50962 3.71198
H 8.23474 -0.21480 3.60033
H 8.47997 -1.60720 1.56964
H 6.98743 -1.21702 -0.36913
H 5.26574 0.53588 -0.26780
H 3.64160 -3.44347 1.62715
H 2.76577 -4.54870 3.67545
H 0.38712 -4.24530 4.29009
H -1.10621 -2.86903 2.89768
N 0.73795 -1.51881 -4.40630
C -0.11818 -1.61637 -3.38072
N 0.04466 -0.60030 -2.57990
C 1.04886 0.11573 -3.16832
N 1.49702 -0.41752 -4.28830
C 1.54352 1.34292 -2.58713
C 2.48876 2.13701 -3.23626
N 2.97593 3.24708 -2.71427
C 2.47601 3.58089 -1.51917
C 1.50927 2.82606 -0.88723
N 1.03694 1.69080 -1.39730
H 0.87618 -2.14049 -5.18168
H -0.82708 -2.42051 -3.26754
H 2.84069 1.84048 -4.21791
H 2.86448 4.48600 -1.07142
H 1.09871 3.12526 0.07013
C -3.76402 -2.18629 0.66661
C -3.74901 -1.26727 -0.55950
C -2.96431 -2.01102 -1.64888
C -5.19350 -1.09151 -1.04539
Si -2.79024 0.42871 -0.12163
C -3.30612 1.77809 -1.50933
C -2.36262 2.98201 -1.43763
C -4.74468 2.29280 -1.36900
C -3.15538 1.17864 -2.90956
C -3.47026 1.06843 1.62200
C -3.04197 2.52321 1.85152
C -2.85552 0.23280 2.75495
C -4.99811 1.00252 1.74926
H -4.14485 -3.17798 0.38485
H -4.40943 -1.80108 1.45662
H -2.75394 -2.31019 1.05658
H -3.42318 -2.99221 -1.83482
H -1.93569 -2.16826 -1.31761
H -2.95203 -1.45304 -2.58790
H -5.66758 -2.07568 -1.16908
H -5.23913 -0.57891 -2.00912
H -5.79403 -0.52165 -0.33409
H -2.37784 3.46476 -0.46132
H -2.64794 3.72858 -2.19207
H -1.34049 2.67083 -1.63872
H -4.86384 2.89473 -0.46664
H -5.46643 1.47483 -1.33199
H -5.01036 2.93222 -2.22464
H -2.16229 0.74979 -3.03393
H -3.28759 1.96217 -3.66872
H -3.89807 0.40226 -3.10227
H -1.96079 2.63498 1.74255
H -3.30483 2.82644 2.87293
H -3.54506 3.21034 1.16854
H -1.77284 0.16909 2.65559
H -3.25347 -0.78120 2.78136
H -3.07565 0.70290 3.72250
H -5.49530 1.60847 0.98914
H -5.30978 1.38074 2.73319
H -5.36659 -0.02060 1.66403
*
```

These are the Löwdin partial charges, in e, on atoms 1 to 2:
1. Fe 0.517
2. C -0.030

---

3.
Computed, not measured: a molecular structure, C6H3MgNO4, with ωB97M-V/def2-TZVPD.

Summary:
- Highest occupied orbital energy: -18.93 eV
- Gap between HOMO and LUMO: 9.12 eV
- LUMO: -9.804 eV

```
! RIJCOSX wB97M-V def2-TZVPD def2/J DEFGRID3
* xyz 2 1
O 0.65571 -2.58436 -1.93262
C 0.66687 -1.63677 -1.28166
Mg 1.75444 0.45031 -0.12042
O -3.23441 0.36901 -3.68810
C -2.25058 0.33769 -3.11180
C 2.85909 0.40577 -2.26293
O 3.55872 0.46368 -3.17534
C 0.59846 2.20524 -1.12409
O 0.44659 3.29619 -1.45853
C -1.11303 -0.72875 3.37924
C -0.33780 -0.14832 2.32381
N 0.30978 0.28334 1.46267
H -0.48463 -1.44810 3.92073
H -1.95422 -1.22992 2.93244
H -1.47499 -0.03501 4.13657
*
```

These are the Löwdin partial charges, in e, on atoms 1 to 2:
1. O 0.155
2. C 0.056

---

4.
Computed, not measured: 6 unconnected molecules or ions with the total composition C21H54BF4NO17P4, with ωB97M-V/def2-TZVPD.

Summary:
- Highest occupied orbital energy: -9.03 eV
- Gap between HOMO and LUMO: 4.87 eV
- LUMO: -4.159 eV

```
! RIJCOSX wB97M-V def2-TZVPD def2/J DEFGRID3
* xyz 0 1
C 5.47200 51.40000 47.95000
C 4.84500 52.74200 47.78000
C 3.31700 52.43400 47.65600
C 2.57300 52.21400 48.98400
C 2.85400 53.37100 50.01900
C 4.40100 53.71700 50.17300
N 5.09100 53.69600 48.88800
O 6.22300 54.19400 48.78000
C 5.12100 52.90400 51.24200
C 4.47400 55.19200 50.60100
C 5.31700 53.41000 46.56100
H 4.82300 50.63900 48.26200
H 6.53500 51.47500 48.54000
H 5.71500 50.73100 47.09600
H 3.13200 51.59000 47.00700
H 2.72200 53.24900 47.03800
H 3.09500 51.17600 49.33800
H 1.51100 52.14600 48.98900
H 2.56800 53.04500 50.91300
H 2.46000 54.22100 49.66100
H 6.04000 53.24100 51.40500
H 5.39300 51.73900 50.89300
H 4.54300 52.61000 52.11700
H 5.26000 55.71800 50.55800
H 4.17900 55.00700 51.63700
H 3.72700 55.81200 49.92900
H 6.37500 53.53100 46.32700
H 4.82800 54.44200 46.29100
H 4.99700 52.81700 45.81500
B 3.46700 48.81200 51.21700
F 2.13000 49.36300 51.09100
F 4.11100 49.63100 52.09100
F 3.31400 47.48000 51.69500
F 4.11600 48.72600 50.00100
C 0.24300 41.94900 53.91700
O -0.31100 42.95500 52.98600
P 0.63900 44.19800 52.36100
O 0.46800 44.01900 50.87700
O 0.02600 45.55300 52.87800
C -0.26300 46.69200 52.01300
O 2.12200 44.06200 52.78700
C 3.17000 44.15600 51.88700
H -0.46700 41.17500 54.01100
H 0.39100 42.31700 54.99700
H 1.27200 41.70600 53.69300
H 0.71800 47.23700 51.64600
H -0.86400 47.47600 52.36700
H -0.61100 46.25500 51.01100
H 2.93200 44.57800 50.88500
H 3.39500 43.15500 51.83200
H 4.13200 44.74700 52.02600
C 4.58600 49.96500 42.47700
O 4.46200 48.70100 43.18000
P 3.93400 48.63400 44.71100
O 3.95500 50.05600 45.13400
O 2.42800 48.18000 45.07100
C 1.71000 48.88300 46.12500
O 5.09800 47.86900 45.53600
C 4.79900 47.10600 46.76100
H 4.80700 49.84500 41.47500
H 5.18800 50.49400 42.87300
H 3.71800 50.58100 42.50200
H 0.71600 48.56400 46.34100
H 1.64900 49.86700 45.64600
H 2.42700 49.15200 47.03000
H 4.27200 46.19000 46.43300
H 4.19700 47.69800 47.48800
H 6.00200 47.06000 47.09100
C 6.73700 48.62600 59.23900
O 7.14800 49.20300 57.98600
P 7.05300 48.14300 56.69900
O 8.14900 47.14800 56.70600
O 5.58200 47.52100 56.92900
C 5.43300 46.21800 57.54300
O 6.95300 48.85000 55.20800
C 6.01400 48.28400 54.28000
H 7.34900 47.70100 59.49700
H 5.60600 48.58700 59.06600
H 7.02500 49.28300 60.16300
H 6.12900 45.50200 56.90600
H 4.48500 45.67700 57.37500
H 5.69400 46.11700 58.58300
H 5.13700 48.58000 54.41000
H 6.18000 47.23900 54.51200
H 6.13200 48.39800 53.33600
C 2.44300 47.35300 54.80600
O 1.16400 47.84000 55.27600
P 0.15000 46.72000 55.88600
O 0.63300 45.30400 55.70200
O 0.22400 46.89700 57.45400
C 1.43800 47.10200 58.11000
O -1.42900 46.91500 55.54400
C -2.34400 46.04000 56.00000
H 2.39900 48.05100 53.90200
H 2.39700 46.24400 54.62500
H 2.97100 47.58300 55.77800
H 1.95100 46.19400 57.89400
H 1.42800 47.13300 59.17800
H 1.99400 47.97700 57.58200
H -2.30400 45.74100 57.02600
H -2.10300 45.22300 55.45100
H -3.35100 46.47100 55.81700
*
```

These are the Löwdin partial charges, in e, on atoms 1 to 2:
1. C -0.009
2. C -0.471

---

5.
Computed, not measured: C4H4N2 in the gas phase, with ωB97M-V/def2-TZVPD.

Summary:
- Highest occupied orbital energy (alpha / beta): -8.09 / -8.09 eV
- Gap between HOMO and LUMO (alpha / beta): 7.13 / 7.13 eV
- LUMO (alpha / beta): -0.967 / -0.968 eV
- Structure (SMILES): C1=CCN=CN=1

```
! RIJCOSX wB97M-V def2-TZVPD def2/J DEFGRID3
* xyz 0 1
C -0.18757 -0.86481 1.55465
C 0.71752 -1.03305 0.64001
C 0.18520 0.01103 -0.46909
N -0.80200 1.01334 -0.07330
C -1.48800 0.80999 1.00252
N -1.21319 -0.17150 1.77746
H 1.33102 -1.87085 0.39748
H 1.01833 0.61513 -0.74697
H -0.43507 -0.47291 -1.29832
H -2.26595 1.53740 1.36255
*
```

These are the Löwdin partial charges, in e, on atoms 1 to 2:
1. C -0.026
2. C -0.035